{
  "formula": "C6H16N3O6",
  "method": "wB97M-V/def2-TZVPD",
  "elements": ["C", "C", "C", "C", "C", "C", "N", "N", "N", "O", "O", "O", "O", "O", "O", "H", "H", "H", "H", "H", "H", "H", "H", "H", "H", "H", "H", "H", "H", "H", "H"],
  "xyz": [[-1.023, -1.128, -0.412], [-0.188, 1.283, -0.093], [1.507, -1.199, -0.589], [-2.641, 0.545, 0.591], [0.423, -2.678, 1.079], [1.984, 2.160, 0.681], [-1.167, 0.185, 0.229], [0.325, -1.695, -0.091], [0.997, 1.078, 0.724], [-0.957, -1.107, -1.816], [-2.039, -1.904, -0.063], [-0.787, 2.484, 0.240], [0.075, 1.279, -1.469], [1.685, -0.556, -1.690], [2.687, -1.615, -0.050], [-2.855, 0.086, 1.546], [-2.482, 1.652, 0.686], [-3.212, 0.392, -0.278], [1.293, -3.289, 0.746], [0.811, -2.242, 2.049], [-0.500, -3.263, 1.199], [2.263, 2.545, -0.285], [1.548, 3.048, 1.119], [2.906, 1.797, 1.209], [0.817, 1.087, 1.667], [-1.734, -1.530, -2.270], [-2.808, -1.302, 0.108], [-1.257, 2.972, -0.380], [0.055, 2.147, -1.828], [0.888, -0.071, -1.988], [3.386, -1.161, -0.571]],
  "mulliken_charge": [0.01, 0.36, 0.75, -1.47, -0.97, -1.16, 0.26, 0.24, -0.05, -0.50, -0.57, -0.65, -0.50, -0.46, -0.47, 0.39, 0.41, 0.61, 0.39, 0.30, 0.33, 0.38, 0.40, 0.31, 0.25, 0.40, 0.43, 0.36, 0.38, 0.46, 0.40],
  "energy_ev": -23228.7770,
  "relative_energy_kj_mol": 201.1,
  "e_lumo_ev": -2.61,
  "charge": 1,
  "homo_energy_ev": -13.105,
  "smiles": "CNC(O)(O)N(C)C(O)(O)[N+](C)=C(O)O"
}



{
  "formula": "C6H16N4O",
  "method": "wB97M-V/def2-TZVPD",
  "elements": ["C", "C", "C", "C", "C", "C", "H", "H", "H", "H", "H", "H", "H", "H", "H", "H", "H", "H", "H", "H", "H", "H", "N", "N", "N", "N", "O"],
  "xyz": [[2.738, 1.884, -0.534], [1.397, 0.047, 0.403], [-0.121, -1.541, 0.417], [-1.227, -1.038, -0.598], [-1.395, 1.225, 0.711], [-3.438, 0.048, -0.414], [2.095, 2.288, -1.620], [3.647, 0.486, -0.631], [3.558, 2.964, 0.123], [2.608, -0.744, -1.516], [2.729, -1.881, 0.999], [0.381, 0.047, 1.986], [0.560, -2.255, -0.121], [-0.665, -2.202, 1.277], [-1.920, -1.935, -1.121], [-0.783, -0.432, -1.204], [-0.970, 1.085, 1.722], [-0.651, 1.725, -0.119], [-2.191, 2.102, 0.829], [-4.112, 0.605, 0.050], [-3.687, -0.889, -0.996], [-3.172, 0.953, -1.146], [1.776, 1.412, 0.391], [1.978, -0.964, -0.423], [0.656, -0.656, 1.249], [-2.255, -0.209, 0.275], [2.462, -2.126, 0.010]],
  "mulliken_charge": [-0.66, 0.23, -0.53, -0.88, -0.78, -0.92, 0.19, 0.12, 0.24, 0.41, 0.38, 0.39, 0.35, 0.36, 0.41, 0.48, 0.25, 0.25, 0.31, 0.43, 0.27, 0.28, -0.43, -0.35, -0.19, -0.15, -0.46],
  "energy_ev": -14475.6263,
  "relative_energy_kj_mol": 975.5,
  "e_lumo_ev": 0.49,
  "homo_energy_ev": -8.296
}



{
  "formula": "C6H16N4OsS3",
  "method": "wB97M-V/def2-TZVPD",
  "elements": ["Os", "S", "C", "S", "S", "N", "H", "H", "H", "C", "N", "C", "C", "N", "N", "C", "C", "H", "H", "H", "H", "H", "H", "H", "H", "H", "H", "H", "H", "H"],
  "xyz": [[2.026, 0.551, 1.351], [3.323, 0.095, 5.601], [2.843, 0.257, 4.070], [2.343, -1.017, 2.971], [2.777, 1.745, 3.141], [2.853, 1.980, -0.115], [3.726, 1.590, -0.471], [3.104, 2.859, 0.334], [2.281, 2.217, -0.924], [-2.871, -0.037, 0.022], [-1.518, -0.422, 0.421], [-1.305, -0.583, 1.844], [-0.494, -0.411, -0.453], [0.814, -0.253, -0.101], [-0.776, -0.543, -1.758], [0.143, -0.052, -2.780], [-1.871, -1.364, -2.272], [-3.301, 0.587, 0.803], [-3.520, -0.903, -0.108], [-2.858, 0.542, -0.898], [-2.265, -0.654, 2.346], [-0.780, 0.278, 2.271], [-0.739, -1.489, 2.048], [1.397, -0.463, -0.909], [0.881, -0.801, -3.081], [0.650, 0.849, -2.438], [-0.442, 0.205, -3.661], [-2.346, -1.929, -1.477], [-1.457, -2.074, -2.989], [-2.617, -0.759, -2.787]],
  "mulliken_charge": [0.85, 0.05, 0.25, -0.05, 0.01, -0.75, 0.37, 0.39, 0.29, -1.24, 0.16, -1.04, 0.73, -0.68, 0.02, -1.31, -1.14, 0.49, 0.37, 0.40, 0.43, 0.30, 0.35, 0.37, 0.37, 0.45, 0.37, 0.39, 0.42, 0.37],
  "energy_ev": -47397.4188,
  "relative_energy_kj_mol": 114.4,
  "e_lumo_ev": [-10.06, -9.92],
  "charge": 2,
  "homo_energy_ev": [-15.821, -15.833]
}



Q: Which formula does entry 1 have?
A: C6H16N3O6